Here is one molecule with the formula C3H3NS2 from the OMol25 dataset. Energies are from ωB97M-V with the def2-TZVPD basis set.

- orbital gap (eV) = 8.05
- charge = 0
- E_HOMO (eV) = -7.79
- molar mass (g/mol) = 117.20

Atoms and positions in Å:
C1 -0.7891 1.2989 -0.0665
C2 -2.4688 -0.0771 -0.0226
C3 0.1972 -0.7879 0.0111
N1 0.1957 0.5783 -0.0316
S1 -3.9429 0.5086 0.0214
S2 -1.6349 -1.4948 -0.0267
H1 -0.9069 2.3582 -0.0834
H2 0.7036 -1.2340 -0.8460
H3 0.6215 -1.1713 0.9383

Atomic forces in eV per Å
C -2.351 -2.990 0.116
C 2.124 2.501 -0.036
C -0.491 -1.314 0.001
N 0.644 1.361 -0.052
S -0.432 -0.108 -0.025
S 0.588 -0.215 -0.002
H -0.022 0.643 -0.024
H -0.071 0.069 0.060
H 0.010 0.053 -0.039

Results of the natural (NBO) charge analysis, in e, for atoms 1 through 4: 0.18, -0.50, -0.29, -0.41